Record 1
A molecular structure, C16H24CoNO4, computed with ωB97M-V/def2-TZVPD.

Output
Gap between HOMO and LUMO   0.30774 Eh
Total charge   0

Element x y z (Å)
Co: -0.392 -0.959 -0.290
C: 1.155 6.576 -0.144
O: 0.271 5.486 -0.344
C: 0.793 4.236 -0.384
C: 2.176 3.977 -0.287
C: 2.596 2.675 -0.332
C: 1.711 1.583 -0.456
C: 2.205 0.237 -0.373
C: 3.662 -0.105 -0.549
O: 1.490 -0.761 -0.133
C: 0.304 1.858 -0.589
O: -0.577 0.949 -0.802
C: -0.107 3.208 -0.535
H: 0.529 7.462 -0.091
H: 1.855 6.679 -0.976
H: 1.712 6.470 0.790
H: 2.897 4.772 -0.181
H: 3.656 2.491 -0.238
H: 4.345 0.736 -0.538
H: 3.751 -0.603 -1.517
H: 3.945 -0.828 0.214
H: -1.161 3.429 -0.633
N: -4.219 -0.545 0.559
C: -2.883 -0.595 0.504
O: -2.315 -1.150 -0.451
C: -2.046 -0.006 1.597
C: -0.708 -0.749 1.573
H: -4.753 -0.899 -0.216
H: -4.687 -0.076 1.312
H: -2.573 -0.020 2.556
H: -1.893 1.040 1.316
H: -0.782 -1.726 2.045
H: 0.092 -0.179 2.045
C: -1.453 -4.090 0.930
C: -1.093 -3.935 -0.542
C: -0.527 -5.257 -1.069
C: -0.107 -2.797 -0.776
H: -2.120 -4.942 1.086
H: -1.944 -3.200 1.318
H: -0.551 -4.261 1.526
H: -2.013 -3.729 -1.101
H: 0.377 -5.528 -0.516
H: -0.259 -5.178 -2.124
H: -1.243 -6.077 -0.962
H: 0.017 -2.570 -1.854
H: 0.867 -3.096 -0.372

Here is what Löwdin gives for the atomic charges, in e:
1 Co 0.48
2 C -0.08
3 O -0.07
4 C -0.28
5 C -0.03
6 C -0.03
7 C -0.08
8 C -0.31
9 C 0.01
10 O -0.03
11 C -0.32
12 O -0.08
13 C 0.06
14 H 0.09
15 H 0.09
16 H 0.09
17 H 0.10
18 H 0.10
19 H 0.06
20 H 0.10
21 H 0.09
22 H 0.13
23 N 0.20
24 C -0.47
25 O 0.01
26 C -0.15
27 C -0.13
28 H 0.12
29 H 0.11
30 H 0.12
31 H 0.12
32 H 0.06
33 H 0.08
34 C -0.09
35 C -0.50
36 C -0.10
37 C -0.17
38 H 0.08
39 H 0.05
40 H 0.09
41 H 0.12
42 H 0.08
43 H 0.07
44 H 0.07
45 H 0.09
46 H 0.07


Record 2
3 unconnected molecules or ions with the total composition C16H24N2O6S2, computed with ωB97M-V/def2-TZVPD.

Output
Gap between HOMO and LUMO   0.33924 Eh
Total charge   0

Element x y z (Å)
C: 0.850 -0.725 -2.912
C: -0.445 0.032 -2.319
O: -0.192 0.865 -1.161
C: 0.245 0.102 -0.022
C: -0.570 0.299 1.357
O: -0.569 1.606 2.008
C: -1.339 2.548 1.250
N: -1.585 3.469 0.494
O: 0.267 -0.470 2.284
C: 1.664 -0.260 1.919
O: 2.517 -0.473 2.819
C: 1.832 0.174 0.383
C: 2.197 1.684 0.015
C: 2.731 2.046 -1.390
C: 3.086 3.489 -1.896
C: 2.872 4.566 -0.753
C: 2.370 4.013 0.601
N: 2.025 2.694 1.004
H: 1.218 -0.148 -3.835
H: 0.530 -1.787 -3.198
H: 1.730 -0.811 -2.186
H: -1.317 -0.718 -2.173
H: -0.815 0.749 -3.152
H: 0.078 -1.024 -0.222
H: -1.663 -0.012 1.241
H: 2.461 -0.668 -0.089
H: 2.842 1.181 -2.145
H: 3.454 3.738 -2.944
H: 3.087 5.685 -0.934
H: 2.258 4.815 1.430
C: 2.744 -4.011 2.165
S: 2.864 -4.969 0.640
O: 2.484 -4.064 -0.489
C: 1.448 -6.038 0.977
H: 3.520 -3.244 2.154
H: 1.764 -3.533 2.228
H: 2.897 -4.668 3.023
H: 0.549 -5.435 1.114
H: 1.644 -6.632 1.872
H: 1.310 -6.705 0.125
C: -6.282 0.549 0.688
S: -4.745 0.438 -0.251
O: -3.641 0.177 0.725
C: -4.668 2.185 -0.698
H: -6.507 -0.435 1.101
H: -6.170 1.266 1.504
H: -7.093 0.858 0.026
H: -4.655 2.801 0.203
H: -5.530 2.442 -1.317
H: -3.752 2.357 -1.266

Here is what Löwdin gives for the atomic charges, in e:
1 C -0.08
2 C -0.23
3 O -0.14
4 C -0.20
5 C -0.20
6 O 0.00
7 C -0.20
8 N 0.16
9 O 0.02
10 C -0.28
11 O 0.08
12 C -0.05
13 C -0.17
14 C 0.00
15 C -0.02
16 C -0.04
17 C -0.12
18 N 0.08
19 H 0.08
20 H 0.09
21 H 0.06
22 H 0.13
23 H 0.13
24 H 0.17
25 H 0.14
26 H 0.16
27 H 0.09
28 H 0.09
29 H 0.09
30 H 0.11
31 C -0.27
32 S 0.81
33 O -0.57
34 C -0.27
35 H 0.05
36 H 0.05
37 H 0.06
38 H 0.06
39 H 0.05
40 H 0.05
41 C -0.27
42 S 0.83
43 O -0.57
44 C -0.27
45 H 0.05
46 H 0.06
47 H 0.05
48 H 0.06
49 H 0.05
50 H 0.04


Record 3
A molecular structure, C16H24N2SiTi, computed with ωB97M-V/def2-TZVPD.

Output
Gap between HOMO and LUMO (alpha / beta)   0.17172 / 0.16718 Eh
Total charge   -1
Multiplicity   2

Element x y z (Å)
C: 1.786 -1.132 0.329
C: 0.542 -1.736 0.751
C: -0.027 -0.923 1.772
C: 0.795 0.216 1.953
C: 1.931 0.078 1.096
Ti: 0.296 0.251 -0.568
N: 1.891 1.645 -0.962
C: -0.422 -0.623 -2.228
C: -1.131 -1.442 -1.328
H: -0.879 -1.197 2.390
H: 0.214 -2.743 0.479
H: 0.654 0.988 2.701
H: 2.813 0.707 1.117
H: 2.527 -1.570 -0.348
H: -0.852 -2.511 -1.277
H: -0.847 0.253 -2.735
H: 2.232 1.701 -1.926
H: -2.228 -1.345 -1.322
H: 0.528 -0.938 -2.696
C: 1.366 3.303 0.416
Si: -0.510 3.242 0.335
C: -1.014 4.116 1.911
C: -1.082 4.131 -1.209
N: -1.156 1.579 0.190
C: -2.496 1.336 0.498
C: -2.980 0.027 0.745
C: -4.333 -0.209 0.958
C: -5.242 0.851 0.971
C: -4.774 2.153 0.799
C: -3.424 2.403 0.583
H: 1.730 4.320 0.281
H: 1.931 2.647 -0.553
H: 1.773 2.870 1.328
H: -0.541 5.110 1.895
H: -2.093 4.262 2.043
H: -0.628 3.579 2.788
H: -0.746 3.594 -2.106
H: -2.174 4.230 -1.256
H: -0.642 5.138 -1.220
H: -2.273 -0.805 0.736
H: -4.673 -1.229 1.109
H: -6.304 0.671 1.114
H: -5.460 2.995 0.831
H: -3.091 3.440 0.470

Here is what Löwdin gives for the atomic charges, in e:
1 C -0.22
2 C -0.21
3 C -0.15
4 C -0.13
5 C -0.21
6 Ti 0.85
7 N -0.18
8 C -0.31
9 C -0.20
10 H 0.11
11 H 0.10
12 H 0.10
13 H 0.10
14 H 0.11
15 H 0.06
16 H 0.07
17 H -0.05
18 H 0.06
19 H 0.06
20 C -0.26
21 Si 0.38
22 C -0.19
23 C -0.18
24 N -0.15
25 C -0.33
26 C -0.08
27 C -0.11
28 C -0.15
29 C -0.12
30 C -0.08
31 H 0.00
32 H -0.16
33 H 0.00
34 H 0.03
35 H 0.01
36 H 0.03
37 H 0.03
38 H 0.01
39 H 0.02
40 H 0.06
41 H 0.09
42 H 0.08
43 H 0.09
44 H 0.06


Record 4
3 unconnected molecules or ions with the total composition C16H24N4O2, computed with ωB97M-V/def2-TZVPD.

Output
Gap between HOMO and LUMO   0.39093 Eh
SMILES string   CC(=O)OCC[C@H](C#N)CC#N.CCCC#N.CCCC#N
Total charge   0

Element x y z (Å)
C: -0.982 3.482 0.926
C: -0.847 3.443 -0.729
O: -1.797 4.081 -1.468
O: 0.252 2.813 -1.475
C: -0.024 1.406 -1.803
C: -0.327 0.456 -0.478
C: -0.088 -1.145 -0.737
C: -0.723 -1.966 0.562
N: -1.071 -2.473 1.727
C: 1.498 -1.571 -0.927
C: 1.811 -3.113 -0.404
N: 1.705 -4.342 0.055
H: -1.676 2.553 1.208
H: 0.084 3.217 1.358
H: -1.423 4.488 1.338
H: 0.986 0.972 -2.269
H: -0.847 1.292 -2.639
H: 0.349 0.911 0.391
H: -1.443 0.686 -0.152
H: -0.675 -1.504 -1.687
H: 2.225 -0.802 -0.394
H: 1.723 -1.467 -2.091
C: 5.364 -7.485 0.096
C: 4.230 -7.332 -0.910
C: 4.704 -6.850 -2.281
C: 5.269 -5.494 -2.232
N: 5.722 -4.427 -2.191
H: 5.851 -6.528 0.302
H: 4.976 -7.870 1.044
H: 6.121 -8.186 -0.271
H: 3.481 -6.640 -0.505
H: 3.736 -8.304 -1.031
H: 3.852 -6.856 -2.971
H: 5.444 -7.549 -2.686
C: -5.467 5.944 0.700
C: -5.485 6.313 2.177
C: -4.089 6.392 2.794
C: -3.407 5.090 2.801
N: -2.866 4.062 2.799
H: -5.046 4.947 0.539
H: -6.487 5.942 0.300
H: -4.878 6.665 0.123
H: -6.098 5.584 2.722
H: -5.974 7.289 2.289
H: -4.179 6.752 3.825
H: -3.483 7.127 2.253

Here is what Löwdin gives for the atomic charges, in e:
1 C -0.05
2 C -0.27
3 O -0.04
4 O -0.12
5 C -0.18
6 C -0.16
7 C -0.27
8 C -0.11
9 N 0.09
10 C -0.15
11 C -0.12
12 N 0.08
13 H 0.09
14 H 0.10
15 H 0.06
16 H 0.14
17 H 0.15
18 H 0.14
19 H 0.13
20 H 0.15
21 H 0.13
22 H 0.13
23 C -0.11
24 C -0.27
25 C -0.20
26 C -0.23
27 N 0.13
28 H 0.07
29 H 0.07
30 H 0.07
31 H 0.09
32 H 0.11
33 H 0.12
34 H 0.12
35 C -0.11
36 C -0.27
37 C -0.18
38 C -0.19
39 N 0.14
40 H 0.07
41 H 0.07
42 H 0.08
43 H 0.11
44 H 0.11
45 H 0.12
46 H 0.12


Record 5
3 unconnected molecules or ions with the total composition C16H24N4O4, computed with ωB97M-V/def2-TZVPD.

Output
Gap between HOMO and LUMO   0.34275 Eh
SMILES string   NCCc1ccc2c(c1)C(=O)NC2=O.CNC(C)=O.CNC(C)=O
Total charge   0

Element x y z (Å)
N: 1.309 -1.156 -0.705
C: 0.824 -0.154 0.259
C: -0.046 0.933 -0.392
C: -1.527 0.630 -0.288
C: -2.448 1.663 -0.081
C: -3.815 1.421 0.044
C: -4.240 0.109 -0.050
C: -3.348 -0.922 -0.273
C: -1.989 -0.687 -0.404
C: -4.125 -2.203 -0.325
O: -3.784 -3.225 -0.818
N: -5.412 -1.935 0.310
C: -5.601 -0.492 0.056
O: -6.666 0.000 -0.100
H: 2.306 -1.239 -0.571
H: 0.921 -2.069 -0.511
H: 0.309 -0.602 1.108
H: 1.688 0.359 0.675
H: 0.242 1.024 -1.428
H: 0.135 1.869 0.127
H: -2.085 2.678 -0.019
H: -4.528 2.215 0.210
H: -1.334 -1.525 -0.578
H: -5.160 -1.944 1.301
C: 3.660 2.130 -4.870
N: 2.916 2.069 -3.626
C: 2.254 3.070 -2.990
C: 2.272 4.438 -3.631
O: 1.670 2.852 -1.940
H: 3.225 1.443 -5.598
H: 4.698 1.840 -4.698
H: 3.642 3.133 -5.282
H: 2.860 1.183 -3.147
H: 1.702 5.118 -3.005
H: 3.293 4.810 -3.717
H: 1.815 4.405 -4.621
C: 1.487 -1.783 5.413
N: 1.949 -1.917 4.043
C: 1.496 -2.761 3.080
C: 0.366 -3.694 3.448
O: 1.990 -2.753 1.964
H: 1.131 -0.766 5.588
H: 2.307 -1.985 6.104
H: 0.679 -2.476 5.617
H: 2.701 -1.322 3.734
H: 0.120 -4.297 2.579
H: 0.661 -4.356 4.262
H: -0.519 -3.130 3.746

Here is what Löwdin gives for the atomic charges, in e:
1 N 0.01
2 C -0.28
3 C -0.15
4 C -0.18
5 C -0.01
6 C 0.01
7 C -0.11
8 C -0.09
9 C 0.06
10 C -0.39
11 O 0.15
12 N 0.13
13 C -0.38
14 O 0.15
15 H 0.06
16 H 0.05
17 H 0.10
18 H 0.11
19 H 0.10
20 H 0.10
21 H 0.11
22 H 0.12
23 H 0.12
24 H 0.14
25 C -0.08
26 N 0.01
27 C -0.54
28 C -0.01
29 O 0.03
30 H 0.08
31 H 0.08
32 H 0.07
33 H 0.14
34 H 0.08
35 H 0.08
36 H 0.08
37 C -0.08
38 N 0.01
39 C -0.55
40 C -0.01
41 O 0.02
42 H 0.08
43 H 0.08
44 H 0.07
45 H 0.14
46 H 0.08
47 H 0.08
48 H 0.08